No. 1
A single C5H8O2 molecule. Source: the Open Molecules 2025 dataset; level of theory: the ωB97M-V functional and the def2-TZVPD basis.

The value obtained for the energy above the lowest of the compared OMol25 structures with the same formula, charge and spin is 49.5 kcal per mole. Its SMILES is C=COCC(=C)O.

Geometry as ORCA input:
```
! RIJCOSX wB97M-V def2-TZVPD def2/J DEFGRID3
* xyz 0 1
C 1.539 -0.815 0.982
C 1.543 0.500 0.827
O 1.179 1.099 -0.367
C -0.261 1.148 -0.426
C -0.871 -0.213 -0.547
C -1.943 -0.568 0.149
O -0.322 -0.996 -1.517
H 1.701 -1.260 1.954
H 1.357 -1.487 0.150
H 1.739 1.195 1.644
H -0.513 1.701 -1.334
H -0.682 1.675 0.440
H -2.275 0.055 0.972
H -2.515 -1.451 -0.098
H 0.520 -0.591 -1.777
*
```

---

No. 2
A single C5H8O2 molecule. Source: the Open Molecules 2025 dataset; level of theory: the ωB97M-V functional and the def2-TZVPD basis.

The value obtained for the energy above the lowest of the compared OMol25 structures with the same formula, charge and spin is 63.2 kcal per mole. Its SMILES is C[C@@H]1[C@H](O)[C@@H]2O[C@H]12.

Geometry as ORCA input:
```
! RIJCOSX wB97M-V def2-TZVPD def2/J DEFGRID3
* xyz 0 1
C 1.695 -0.607 0.306
C 0.418 0.147 0.520
C -0.984 -0.532 0.387
O -1.041 -1.641 -0.466
C -1.409 0.800 -0.262
O -0.859 0.737 -1.563
C -0.033 1.225 -0.487
H 2.505 0.127 0.240
H 1.631 -1.157 -0.635
H 1.900 -1.308 1.120
H 0.389 0.657 1.497
H -1.506 -0.811 1.306
H -0.921 -1.293 -1.365
H -2.162 1.500 0.055
H 0.282 2.255 -0.642
*
```

---

No. 3
A molecular structure, C5H8O2. Source: the Open Molecules 2025 dataset; level of theory: the ωB97M-V functional and the def2-TZVPD basis.

The value obtained for the energy above the lowest of the compared OMol25 structures with the same formula, charge and spin is 106.7 kcal per mole.

Geometry as ORCA input:
```
! RIJCOSX wB97M-V def2-TZVPD def2/J DEFGRID3
* xyz 0 1
C 1.077 -0.096 0.608
C 0.633 -1.106 -0.475
C -0.243 -0.124 -1.264
C -0.416 0.807 -0.064
O -0.196 2.115 -0.082
C -1.477 0.352 0.948
O -2.162 -0.629 0.805
H 0.679 1.260 0.496
H 2.051 0.358 0.368
H 1.036 -0.419 1.650
H 0.026 -1.907 -0.043
H 1.456 -1.565 -1.027
H 0.308 0.412 -2.041
H -1.177 -0.519 -1.674
H -1.595 1.060 1.794
*
```

---

No. 4
A single C5H8O2 molecule. Source: the Open Molecules 2025 dataset; level of theory: the ωB97M-V functional and the def2-TZVPD basis.

The value obtained for the energy above the lowest of the compared OMol25 structures with the same formula, charge and spin is 101.9 kcal per mole.

Geometry as ORCA input:
```
! RIJCOSX wB97M-V def2-TZVPD def2/J DEFGRID3
* xyz 0 1
O -1.300 0.950 0.592
C -1.512 -0.227 -0.165
C -0.172 -0.916 -0.370
C 1.514 -0.094 1.565
C 1.629 0.571 0.309
O 2.429 1.499 0.392
C 0.914 0.030 -0.900
H -2.125 1.449 0.619
H -2.203 -0.908 0.352
H -1.942 0.011 -1.150
H -0.313 -1.788 -1.016
H 0.754 0.389 2.197
H 0.178 -1.335 0.594
H 0.508 0.861 -1.484
H 1.641 -0.492 -1.533
*
```

---

No. 5
A single C5H8O2 molecule. Source: the Open Molecules 2025 dataset; level of theory: the ωB97M-V functional and the def2-TZVPD basis.

The value obtained for the energy above the lowest of the compared OMol25 structures with the same formula, charge and spin is 58.6 kcal per mole. Its SMILES is C[C@H]1OC12COC2.

Geometry as ORCA input:
```
! RIJCOSX wB97M-V def2-TZVPD def2/J DEFGRID3
* xyz 0 1
C 1.929 -0.362 0.578
C 0.928 0.702 0.224
O 0.614 0.992 -1.149
C -0.348 0.342 -0.360
C -1.746 0.768 0.059
O -2.217 -0.574 -0.153
C -0.955 -1.010 -0.687
H 1.600 -0.822 1.518
H 1.960 -1.141 -0.189
H 2.938 0.031 0.728
H 0.955 1.610 0.833
H -1.830 1.062 1.114
H -2.254 1.502 -0.575
H -1.012 -1.203 -1.767
H -0.560 -1.896 -0.173
*
```

---

No. 6
2 unconnected molecules or ions with the total composition C5H8O2. Source: the Open Molecules 2025 dataset; level of theory: the ωB97M-V functional and the def2-TZVPD basis.

The value obtained for the energy above the lowest of the compared OMol25 structures with the same formula, charge and spin is 79.3 kcal per mole. Its SMILES is OC1=CC1.CC=O.

Geometry as ORCA input:
```
! RIJCOSX wB97M-V def2-TZVPD def2/J DEFGRID3
* xyz 0 1
O -0.234 1.950 0.699
C 0.550 1.281 -0.134
C 1.549 0.486 -0.370
C 0.715 0.937 -1.562
H -0.163 1.521 1.575
H 2.398 -0.095 -0.049
H 1.118 1.680 -2.252
H 0.024 0.234 -2.048
C -1.376 -1.177 0.192
C -0.193 -1.023 1.106
O -0.180 -0.353 2.122
H -2.086 -0.356 0.311
H -1.068 -1.265 -0.856
H -1.870 -2.114 0.476
H 0.681 -1.642 0.832
*
```

---

No. 7
A single C5H8O2 molecule at a distorted geometry. Source: the Open Molecules 2025 dataset; level of theory: the ωB97M-V functional and the def2-TZVPD basis.

The value obtained for the energy above the lowest of the compared OMol25 structures with the same formula, charge and spin is 86.3 kcal per mole. Its SMILES is C[C@@H]1[C@H](O)[C@@H]2O[C@H]12.

Geometry as ORCA input:
```
! RIJCOSX wB97M-V def2-TZVPD def2/J DEFGRID3
* xyz 0 1
C 1.615 -0.523 0.112
C 0.337 0.141 0.606
C -1.044 -0.570 0.501
O -0.993 -1.769 -0.195
C -1.559 0.972 -0.258
O -0.842 0.635 -1.438
C -0.132 1.217 -0.337
H 2.450 0.172 0.268
H 1.566 -0.693 -0.971
H 1.856 -1.458 0.619
H 0.450 0.487 1.642
H -1.662 -0.773 1.361
H -0.246 -1.791 -0.816
H -2.214 1.867 -0.435
H 0.417 2.089 -0.658
*
```

---

No. 8
A single C5H8O2 molecule at a distorted geometry. Source: the Open Molecules 2025 dataset; level of theory: the ωB97M-V functional and the def2-TZVPD basis.

The value obtained for the energy above the lowest of the compared OMol25 structures with the same formula, charge and spin is 45.5 kcal per mole. Its SMILES is CC(=O)C1(O)CC1.

Geometry as ORCA input:
```
! RIJCOSX wB97M-V def2-TZVPD def2/J DEFGRID3
* xyz 0 1
C 1.848 -0.256 1.232
C 0.812 0.506 0.459
O 1.137 1.527 -0.114
C -0.614 -0.041 0.311
O -1.066 -0.765 1.412
C -0.737 -0.396 -1.133
C -1.339 0.927 -0.546
H 2.814 -0.031 0.771
H 1.662 -1.330 1.268
H 1.856 0.139 2.252
H -1.663 -1.454 1.097
H -1.573 -0.979 -1.511
H 0.187 -0.698 -1.632
H -2.414 0.896 -0.674
H -0.948 1.940 -0.479
*
```

---

No. 9
A single C5H8O2 molecule. Source: the Open Molecules 2025 dataset; level of theory: the ωB97M-V functional and the def2-TZVPD basis.

The value obtained for the energy above the lowest of the compared OMol25 structures with the same formula, charge and spin is 43.8 kcal per mole. Its SMILES is C=CC[C@H](O)C=O.

Geometry as ORCA input:
```
! RIJCOSX wB97M-V def2-TZVPD def2/J DEFGRID3
* xyz 0 1
C -1.749 0.305 -0.150
C -0.755 1.174 -0.345
C 0.599 1.142 0.327
C 1.138 -0.299 0.154
O 1.416 -0.549 -1.192
C 0.142 -1.344 0.624
O -0.280 -2.192 -0.131
H -1.922 -0.301 0.736
H -2.406 0.067 -0.976
H -0.836 1.800 -1.227
H 0.636 1.468 1.374
H 1.287 1.792 -0.230
H 2.043 -0.437 0.770
H 0.847 -1.311 -1.421
H -0.160 -1.316 1.687
*
```

---

No. 10
A single C5H8O2 molecule. Source: the Open Molecules 2025 dataset; level of theory: the ωB97M-V functional and the def2-TZVPD basis.

The value obtained for the energy above the lowest of the compared OMol25 structures with the same formula, charge and spin is 30.5 kcal per mole. Its SMILES is O=C1CC[C@@H]1CO.

Geometry as ORCA input:
```
! RIJCOSX wB97M-V def2-TZVPD def2/J DEFGRID3
* xyz 0 1
O 0.198 2.516 0.643
C 0.481 1.447 0.172
C 1.143 1.075 -1.146
C 0.652 -0.378 -0.936
C 0.166 -0.030 0.495
C -1.189 -0.561 0.926
O -1.025 -1.965 1.065
H 0.557 1.617 -1.901
H 2.236 1.206 -1.199
H 1.404 -1.166 -1.008
H -0.173 -0.627 -1.614
H 0.896 -0.343 1.254
H -1.495 -0.105 1.876
H -1.957 -0.325 0.169
H -1.893 -2.361 1.205
*
```

---

No. 11
A molecular structure, C5H8O2 at a distorted geometry. Source: the Open Molecules 2025 dataset; level of theory: the ωB97M-V functional and the def2-TZVPD basis.

The value obtained for the energy above the lowest of the compared OMol25 structures with the same formula, charge and spin is 47.7 kcal per mole.

Geometry as ORCA input:
```
! RIJCOSX wB97M-V def2-TZVPD def2/J DEFGRID3
* xyz 0 1
C 0.586 -1.129 -1.332
C 0.838 1.433 0.489
C -1.247 -0.345 0.317
C 0.602 -1.087 0.029
C 0.351 0.070 0.895
O -1.615 0.584 -0.591
O -2.043 -1.003 0.936
H -2.583 0.590 -0.634
H 0.522 -0.238 -1.935
H 0.701 -2.069 -1.846
H 0.639 -2.033 0.553
H 0.376 -0.164 1.956
H 1.801 1.632 0.959
H 0.951 1.557 -0.587
H 0.121 2.200 0.791
*
```

---

No. 12
A single C5H8O2 molecule. Source: the Open Molecules 2025 dataset; level of theory: the ωB97M-V functional and the def2-TZVPD basis.

The value obtained for the energy above the lowest of the compared OMol25 structures with the same formula, charge and spin is 51.4 kcal per mole. Its SMILES is C1CO[C@@H]2C[C@@H]2O1.

Geometry as ORCA input:
```
! RIJCOSX wB97M-V def2-TZVPD def2/J DEFGRID3
* xyz 0 1
C -0.218 -1.546 0.212
C -0.510 -0.953 -1.148
O 0.444 0.073 -1.380
C 0.216 1.107 -0.471
C 1.055 1.318 0.759
C -0.341 0.760 0.877
O -0.480 -0.589 1.233
H -0.842 -2.418 0.431
H 0.837 -1.857 0.239
H -0.437 -1.678 -1.961
H -1.525 -0.528 -1.146
H -0.154 2.016 -0.942
H 1.831 0.602 1.007
H 1.290 2.349 1.012
H -1.165 1.344 1.277
*
```

---

No. 13
2 unconnected molecules or ions with the total composition C5H8O2 at a distorted geometry. Source: the Open Molecules 2025 dataset; level of theory: the ωB97M-V functional and the def2-TZVPD basis.

The value obtained for the energy above the lowest of the compared OMol25 structures with the same formula, charge and spin is 80.6 kcal per mole. Its SMILES is CC=C=O.C1CO1.

Geometry as ORCA input:
```
! RIJCOSX wB97M-V def2-TZVPD def2/J DEFGRID3
* xyz 0 1
C 0.207 -1.020 -2.008
C -0.460 0.320 -2.388
C -0.954 1.165 -1.580
O -1.498 1.806 -0.790
H 1.160 -1.087 -2.480
H -0.449 -1.665 -2.506
H 0.220 -1.203 -0.864
H -0.222 0.679 -3.353
C 0.612 -0.264 2.814
C -0.037 0.581 1.789
O 0.493 -0.709 1.558
H 1.534 0.067 3.221
H -0.138 -0.683 3.485
H -1.140 0.662 1.752
H 0.672 1.349 1.350
*
```

---

No. 14
A single C5H8O2 molecule at a distorted geometry. Source: the Open Molecules 2025 dataset; level of theory: the ωB97M-V functional and the def2-TZVPD basis.

The value obtained for the energy above the lowest of the compared OMol25 structures with the same formula, charge and spin is 57.2 kcal per mole. Its SMILES is C=C(C)[C@H](O)C=O.

Geometry as ORCA input:
```
! RIJCOSX wB97M-V def2-TZVPD def2/J DEFGRID3
* xyz 0 1
C -1.088 0.493 0.847
C -0.146 0.576 -0.091
C -0.251 1.472 -1.276
C 0.985 -0.446 0.135
O 1.184 -1.165 -1.051
C 0.312 -1.457 1.102
O -0.283 -2.401 0.630
H -0.660 0.345 1.809
H -2.147 0.690 0.797
H -1.223 1.978 -1.249
H -0.097 0.963 -2.223
H 0.511 2.261 -1.177
H 1.949 -0.061 0.497
H 0.569 -1.922 -0.944
H 0.383 -1.325 2.193
*
```

---

No. 15
A single C5H8O2 molecule. Source: the Open Molecules 2025 dataset; level of theory: the ωB97M-V functional and the def2-TZVPD basis.

The value obtained for the energy above the lowest of the compared OMol25 structures with the same formula, charge and spin is 31.3 kcal per mole. Its SMILES is O=C=CCCCO.

Geometry as ORCA input:
```
! RIJCOSX wB97M-V def2-TZVPD def2/J DEFGRID3
* xyz 0 1
O -2.897 -1.765 0.573
C -2.482 -0.700 0.318
C -2.001 0.490 0.031
C -0.517 0.739 -0.136
C 0.308 -0.527 0.101
C 1.784 -0.402 -0.253
O 2.485 0.516 0.563
H -2.728 1.286 -0.094
H -0.202 1.522 0.567
H -0.328 1.126 -1.148
H 0.223 -0.822 1.155
H -0.110 -1.347 -0.500
H 2.268 -1.372 -0.101
H 1.894 -0.150 -1.320
H 2.303 1.406 0.243
*
```

---

No. 16
A single C5H8O2 molecule at a distorted geometry. Source: the Open Molecules 2025 dataset; level of theory: the ωB97M-V functional and the def2-TZVPD basis.

The value obtained for the energy above the lowest of the compared OMol25 structures with the same formula, charge and spin is 64.3 kcal per mole. Its SMILES is C#C[C@](C)(O)OC.

Geometry as ORCA input:
```
! RIJCOSX wB97M-V def2-TZVPD def2/J DEFGRID3
* xyz 0 1
C 2.362 0.689 -0.595
C 1.296 0.348 -0.177
C -0.058 -0.408 0.297
C -0.003 -0.555 1.814
O -0.081 -1.621 -0.386
O -1.170 0.389 -0.018
C -1.180 0.885 -1.342
H 3.281 1.057 -0.947
H -0.989 -0.820 2.187
H 0.713 -1.328 2.081
H 0.298 0.386 2.263
H -0.893 -2.080 -0.143
H -2.179 1.280 -1.517
H -0.957 0.093 -2.061
H -0.440 1.686 -1.457
*
```

---

No. 17
A single C5H8O2 molecule. Source: the Open Molecules 2025 dataset; level of theory: the ωB97M-V functional and the def2-TZVPD basis.

The value obtained for the energy above the lowest of the compared OMol25 structures with the same formula, charge and spin is 21.4 kcal per mole. Its SMILES is O[C@@H]1C=CC[C@@H]1O.

Geometry as ORCA input:
```
! RIJCOSX wB97M-V def2-TZVPD def2/J DEFGRID3
* xyz 0 1
O -0.244 1.725 1.204
C 0.531 0.669 0.651
C 0.843 0.885 -0.805
C 0.447 -0.137 -1.559
C -0.134 -1.268 -0.751
C -0.243 -0.695 0.673
O -1.606 -0.475 0.965
H -0.911 1.944 0.537
H 1.433 0.626 1.271
H 1.313 1.798 -1.158
H 0.550 -0.188 -2.638
H 0.526 -2.143 -0.785
H -1.120 -1.589 -1.102
H 0.197 -1.379 1.412
H -1.619 0.220 1.639
*
```

---

No. 18
A single C5H8O2 molecule at a distorted geometry. Source: the Open Molecules 2025 dataset; level of theory: the ωB97M-V functional and the def2-TZVPD basis.

The value obtained for the energy above the lowest of the compared OMol25 structures with the same formula, charge and spin is 93.6 kcal per mole.

Geometry as ORCA input:
```
! RIJCOSX wB97M-V def2-TZVPD def2/J DEFGRID3
* xyz 0 1
C -1.213 0.500 -0.005
C 0.040 0.730 -0.010
C 1.019 -0.444 0.317
C -0.964 -1.577 0.481
C 0.859 1.960 -0.322
O 0.388 -1.703 0.256
O -1.763 -2.293 -0.357
H -2.210 0.856 -0.166
H 1.942 -0.643 -0.415
H 1.330 -0.125 1.362
H -1.397 -1.724 1.410
H 0.995 2.021 -1.441
H 1.798 1.759 0.248
H 0.464 2.907 -0.096
H -1.290 -2.222 -1.262
*
```

---

No. 19
A single C5H8O2 molecule. Source: the Open Molecules 2025 dataset; level of theory: the ωB97M-V functional and the def2-TZVPD basis.

The value obtained for the energy above the lowest of the compared OMol25 structures with the same formula, charge and spin is 18.1 kcal per mole. Its SMILES is CCCC(=O)C=O.

Geometry as ORCA input:
```
! RIJCOSX wB97M-V def2-TZVPD def2/J DEFGRID3
* xyz 0 1
C 1.229 1.160 1.622
C 0.040 0.379 1.073
C 0.170 -0.026 -0.393
C -1.043 -0.801 -0.846
O -1.997 -1.049 -0.140
C -1.099 -1.332 -2.281
O -0.171 -1.297 -3.048
H 2.158 0.581 1.560
H 1.061 1.404 2.677
H 1.382 2.102 1.083
H -0.877 0.968 1.188
H -0.115 -0.528 1.668
H 0.282 0.848 -1.053
H 1.064 -0.636 -0.581
H -2.086 -1.772 -2.530
*
```

---

No. 20
2 unconnected molecules or ions with the total composition C5H8O2 at a distorted geometry. Source: the Open Molecules 2025 dataset; level of theory: the ωB97M-V functional and the def2-TZVPD basis.

The value obtained for the energy above the lowest of the compared OMol25 structures with the same formula, charge and spin is 94.9 kcal per mole. Its SMILES is CC(=O)O.C#CC.

Geometry as ORCA input:
```
! RIJCOSX wB97M-V def2-TZVPD def2/J DEFGRID3
* xyz 0 1
C -1.360 -0.881 1.075
C -1.247 -0.716 -0.380
O -0.519 -1.361 -1.042
O -1.969 0.325 -0.956
H -1.858 -0.011 1.416
H -0.496 -1.156 1.692
H -2.169 -1.689 1.017
H -1.583 0.866 -1.687
C 1.559 0.828 -1.787
C 1.191 0.646 -0.549
C 1.724 0.505 0.748
H 0.931 1.017 -2.722
H 2.093 1.527 1.098
H 2.702 -0.046 0.575
H 1.001 0.145 1.503
*
```

---

| no. | DFT total energy (eV) |
| --- | --- |
| 1 | -9407.684 |
| 2 | -9407.090 |
| 3 | -9405.206 |
| 4 | -9405.414 |
| 5 | -9407.289 |
| 6 | -9406.394 |
| 7 | -9406.089 |
| 8 | -9407.859 |
| 9 | -9407.934 |
| 10 | -9408.511 |
| 11 | -9407.763 |
| 12 | -9407.603 |
| 13 | -9406.338 |
| 14 | -9407.350 |
| 15 | -9408.477 |
| 16 | -9407.044 |
| 17 | -9408.903 |
| 18 | -9405.773 |
| 19 | -9409.048 |
| 20 | -9405.716 |